Entry A
This record from the Open Molecules 2025 dataset describes a cluster of 8 separate species, C14H44O15 in total. The level of theory is the ωB97M-V functional and the def2-TZVPD basis.

Geometry as XYZ:
```
73
Properties=species:S:1:pos:R:3:lowdin_charge:R:1
O 6.375 9.706 8.015 -0.108
C 7.009 10.326 6.862 -0.204
C 8.239 9.573 6.314 -0.279
O 7.942 8.241 6.330 -0.062
H 6.238 8.755 7.711 0.116
H 6.261 10.303 6.053 0.120
H 7.294 11.316 7.197 0.093
H 9.195 9.960 6.723 0.113
H 8.279 9.882 5.221 0.131
H 8.567 7.772 6.931 0.060
O 8.158 9.306 10.370 -0.097
C 7.846 9.224 11.779 -0.193
C 7.745 7.842 12.380 -0.283
O 6.750 7.170 11.700 -0.056
H 7.350 9.213 9.872 0.064
H 8.612 9.830 12.312 0.123
H 6.864 9.733 11.910 0.138
H 7.452 7.883 13.464 0.137
H 8.760 7.346 12.350 0.126
H 7.157 6.547 11.056 0.114
O 9.618 15.592 10.271 -0.057
C 8.665 15.089 11.249 -0.255
C 7.684 16.026 11.869 -0.239
O 8.290 17.034 12.723 -0.058
H 10.501 15.402 10.538 0.038
H 8.015 14.349 10.714 0.098
H 9.162 14.404 11.997 0.134
H 6.964 15.417 12.428 0.125
H 7.115 16.395 10.972 0.136
H 8.739 17.612 12.112 0.069
O 12.061 7.894 14.808 -0.059
C 11.606 8.972 13.976 -0.223
C 12.050 8.908 12.492 -0.253
O 11.433 7.890 11.765 -0.081
H 11.928 7.144 14.216 0.076
H 10.505 9.097 14.051 0.113
H 12.053 9.930 14.272 0.117
H 13.099 8.764 12.400 0.119
H 11.718 9.838 12.106 0.094
H 11.951 7.757 10.948 0.054
O 12.427 7.782 9.057 -0.086
C 11.994 6.801 8.113 -0.188
C 10.664 6.101 8.522 -0.164
O 9.535 6.950 8.173 -0.098
H 11.771 8.462 9.137 0.026
H 11.741 7.327 7.166 0.134
H 12.852 6.134 8.036 0.121
H 10.537 5.851 9.585 0.127
H 10.582 5.283 7.798 0.123
H 9.632 7.669 8.799 0.054
O 12.496 14.030 7.905 -0.076
C 13.455 13.544 8.843 -0.257
C 13.167 14.004 10.248 -0.270
O 13.240 15.404 10.362 -0.058
H 12.579 15.028 7.888 0.120
H 13.428 12.465 8.838 0.095
H 14.494 13.852 8.552 0.134
H 13.985 13.552 10.828 0.123
H 12.238 13.601 10.709 0.117
H 14.133 15.646 10.652 0.102
O 10.410 10.005 9.149 -0.076
C 10.747 11.319 8.890 -0.269
C 9.861 12.295 9.560 -0.254
O 8.523 12.162 9.104 -0.067
H 9.505 9.876 9.502 0.043
H 11.772 11.490 9.290 0.107
H 10.816 11.635 7.820 0.138
H 10.155 13.294 9.214 0.110
H 10.024 12.260 10.649 0.126
H 8.053 11.434 9.568 0.084
O 5.636 13.751 9.034 -0.070
H 6.465 13.318 9.318 0.004
H 5.751 13.959 8.097 0.039
```

Summary:
- Orbital gap: 10.26 eV
- Net charge: 0


Entry B
This record from the Open Molecules 2025 dataset describes a cluster of 8 separate species, C14H44O15 in total. The level of theory is the ωB97M-V functional and the def2-TZVPD basis.

Geometry as XYZ:
```
73
Properties=species:S:1:pos:R:3:lowdin_charge:R:1
O 0.644 0.931 0.181 -0.035
C -0.667 0.781 -0.101 -0.279
C -1.490 1.488 -1.241 -0.131
O -2.892 1.155 -0.940 -0.068
H 0.851 1.860 0.120 0.045
H -0.829 -0.215 -0.319 0.076
H -1.180 0.929 0.850 0.095
H -1.177 1.112 -2.183 0.084
H -1.385 2.548 -1.285 0.101
H -2.915 0.357 -0.452 0.010
O 0.485 -1.419 -6.682 -0.032
C 0.394 -1.908 -5.351 -0.262
C 0.067 -0.706 -4.500 -0.222
O 0.238 -1.075 -3.112 -0.066
H 0.635 -2.170 -7.226 0.068
H -0.291 -2.640 -5.156 0.089
H 1.309 -2.324 -4.932 0.125
H -0.953 -0.414 -4.696 0.111
H 0.797 0.134 -4.753 0.149
H -0.233 -1.882 -3.020 0.052
O -2.633 -0.693 1.812 -0.081
C -3.303 -1.903 1.488 -0.165
C -2.207 -2.639 0.636 -0.235
O -2.818 -3.737 0.112 -0.021
H -2.124 -0.785 2.588 0.052
H -3.731 -2.423 2.391 0.142
H -4.113 -1.625 0.886 0.077
H -1.325 -2.726 1.129 0.085
H -1.969 -2.014 -0.207 0.103
H -2.220 -4.060 -0.506 0.061
O 4.652 3.094 2.456 -0.106
C 3.361 2.567 2.667 -0.245
C 3.531 2.049 4.133 -0.212
O 4.709 1.213 4.125 -0.100
H 5.271 2.307 2.372 0.122
H 2.673 3.437 2.674 0.120
H 3.072 1.776 1.910 0.124
H 2.693 1.699 4.623 0.082
H 3.794 2.936 4.672 0.110
H 4.592 0.477 3.421 0.129
O -3.493 -2.864 -2.862 -0.043
C -4.198 -1.656 -2.704 -0.235
C -5.544 -2.109 -2.234 -0.279
O -5.263 -2.773 -1.057 -0.068
H -3.676 -3.332 -2.081 0.020
H -3.873 -1.048 -1.866 0.100
H -4.286 -1.120 -3.622 0.121
H -6.110 -2.717 -3.050 0.154
H -6.095 -1.192 -2.008 0.122
H -6.008 -2.699 -0.452 0.111
O 0.373 -0.548 2.687 -0.085
C 1.614 -1.172 2.428 -0.216
C 1.618 -2.424 3.267 -0.272
O 2.759 -3.196 3.087 -0.056
H 0.369 0.281 2.240 0.010
H 1.639 -1.395 1.360 0.127
H 2.361 -0.461 2.716 0.097
H 0.763 -3.134 3.025 0.139
H 1.469 -2.147 4.254 0.095
H 2.640 -3.958 3.672 0.095
O 4.867 3.822 -1.488 -0.043
C 3.844 3.256 -0.716 -0.245
C 2.690 4.212 -0.403 -0.201
O 1.638 3.511 0.243 -0.087
H 4.683 3.685 -2.436 0.104
H 3.513 2.575 -1.334 0.070
H 4.206 2.784 0.164 0.093
H 2.339 4.862 -1.173 0.107
H 3.245 4.955 0.289 0.149
H 1.203 4.126 0.847 0.106
O -0.573 1.936 3.352 -0.042
H -1.536 1.900 3.213 0.057
H -0.480 2.576 4.064 0.044
```

Summary:
- Orbital gap: 9.86 eV
- Net charge: 0


Stability comparison, relative energies in hartree: entry A 0.0000; entry B 0.1246


Entry A
This record from the Open Molecules 2025 dataset describes a cluster of 2 separate species, C21H22N2O3 in total. The level of theory is the ωB97M-V functional and the def2-TZVPD basis.

Geometry as XYZ:
```
48
Properties=species:S:1:pos:R:3:lowdin_charge:R:1
C 0.943 1.884 2.850 -0.060
C -0.250 2.801 2.626 -0.607
N -1.421 2.147 2.411 0.067
C -2.590 2.798 2.639 -0.604
C -3.795 1.884 2.804 -0.060
O -2.770 4.017 2.709 -0.010
O -0.065 4.022 2.638 -0.011
H 0.651 0.842 3.007 0.031
H 1.625 1.941 1.993 0.055
H 1.510 2.223 3.725 0.070
H -3.513 0.832 2.863 0.046
H -4.344 2.153 3.711 0.066
H -4.489 2.025 1.970 0.062
C 2.571 -3.207 4.114 -0.045
O 2.008 -4.021 3.057 -0.073
C 1.317 -3.398 2.063 -0.231
C 1.141 -1.989 1.985 0.018
C 0.457 -1.456 0.907 -0.010
C -0.093 -2.271 -0.113 -0.208
C -0.707 -1.664 -1.255 0.113
C -0.177 -0.552 -1.896 -0.112
C -0.765 0.115 -3.055 -0.113
C -1.934 -0.086 -3.769 -0.003
C -2.194 0.739 -4.878 -0.057
C -1.280 1.728 -5.280 -0.057
C -0.076 1.920 -4.580 0.008
C 0.152 1.100 -3.482 -0.152
N 1.262 1.055 -2.627 -0.043
C 2.447 1.889 -2.754 0.019
C 1.075 0.098 -1.680 0.091
C 0.033 -3.685 0.030 -0.008
C 0.751 -4.236 1.066 0.011
H 3.051 -3.932 4.774 0.096
H 3.317 -2.503 3.714 0.100
H 1.782 -2.662 4.654 0.104
H 1.550 -1.331 2.756 0.103
H 0.351 -0.375 0.817 0.113
H -1.550 -2.154 -1.742 0.138
H -2.619 -0.872 -3.449 0.117
H -3.122 0.611 -5.433 0.109
H -1.502 2.357 -6.144 0.111
H 0.656 2.676 -4.858 0.108
H 2.308 2.573 -3.595 0.086
H 2.614 2.472 -1.837 0.114
H 3.343 1.276 -2.934 0.108
H 1.842 -0.140 -0.951 0.153
H -0.395 -4.332 -0.737 0.122
H 0.896 -5.310 1.165 0.126
```

Summary:
- Orbital gap: 3.38 eV
- Net charge: 0


Entry B
This record from the Open Molecules 2025 dataset describes the molecule C21H22N2O3. The level of theory is the ωB97M-V functional and the def2-TZVPD basis.

Geometry as XYZ:
```
48
Properties=species:S:1:pos:R:3:lowdin_charge:R:1
O -1.368 -0.357 7.023 0.110
C -1.103 -1.001 6.040 -0.528
O -1.809 -2.092 5.693 0.096
C -0.006 -0.690 5.107 0.037
C 0.294 -1.435 4.044 0.035
C 1.453 -1.093 3.175 -0.449
O 2.430 -0.512 3.616 0.065
N 1.371 -1.506 1.889 -0.048
C 0.184 -2.072 1.279 -0.124
C 0.232 -1.863 -0.237 -0.159
N 0.638 -0.495 -0.486 -0.124
C 0.332 -0.048 -1.838 -0.252
C 0.803 1.372 -2.069 -0.191
C 1.492 1.702 -3.227 -0.034
C 1.889 3.007 -3.463 -0.082
C 1.602 3.996 -2.539 -0.090
C 0.914 3.674 -1.380 -0.071
C 0.513 2.372 -1.149 -0.036
C -1.158 -0.053 -2.097 -0.189
C -1.637 -0.295 -3.378 -0.030
C -2.995 -0.251 -3.641 -0.081
C -3.890 0.034 -2.624 -0.092
C -3.420 0.277 -1.345 -0.074
C -2.062 0.238 -1.083 -0.045
C 2.040 -0.297 -0.138 -0.131
C 2.467 -1.250 0.984 -0.112
H -2.505 -2.250 6.350 0.131
H 0.565 0.197 5.341 0.131
H -0.265 -2.334 3.829 0.114
H -0.701 -1.566 1.671 0.124
H 0.108 -3.145 1.502 0.129
H 0.908 -2.593 -0.714 0.130
H -0.767 -2.022 -0.646 0.124
H 0.826 -0.703 -2.584 0.152
H 1.723 0.934 -3.952 0.111
H 2.425 3.250 -4.368 0.102
H 1.913 5.014 -2.720 0.100
H 0.688 4.442 -0.655 0.104
H -0.023 2.121 -0.247 0.115
H -0.942 -0.518 -4.175 0.114
H -3.354 -0.441 -4.641 0.102
H -4.950 0.067 -2.829 0.100
H -4.114 0.500 -0.548 0.103
H -1.694 0.422 -0.086 0.109
H 2.700 -0.460 -1.007 0.132
H 2.164 0.739 0.187 0.123
H 3.279 -0.811 1.566 0.123
H 2.811 -2.205 0.571 0.126
```

Summary:
- Orbital gap: 8.85 eV
- Net charge: 0


Stability comparison, relative energies in hartree: entry A 0.1274; entry B 0.0000